ORCA calculation (ωB97M-V/def2-TZVPD) on an isolated molecule of C5H8O.

The total charge is 0. As for the max |F|: 5.11 eV Å⁻¹. The lowest unoccupied orbital energy comes out at 1.1469 eV. As for the multiplicity: 1. For the orbital gap, the calculation gives 9.982 eV. As for the structure (SMILES): C=CO/C=C/C.

Last column: natural (NBO) charge in e.
Positions of all 14 atoms, in Å:
C1 2.31202 0.25109 -0.06223  -0.626
C2 1.25769 -0.75705 0.19610  -0.280
C3 0.09723 -0.53777 -0.32707  0.143
C4 -2.21942 -0.55448 0.04196  0.123
C5 -2.33148 0.76893 0.03061  -0.527
H1 3.40893 -0.10292 -0.45013  0.209
H2 2.05305 1.12742 -0.66913  0.213
H3 2.65706 0.74932 0.93151  0.207
H4 1.54403 -1.45366 0.93461  0.215
H5 -0.00597 0.37824 -1.02819  0.147
H6 -3.08521 -1.32889 0.40432  0.217
H7 -3.32529 1.42413 0.13586  0.239
H8 -1.38548 1.28779 0.11618  0.215
O1 -0.97717 -1.25216 -0.25441  -0.496

***

ORCA calculation (ωB97M-V/def2-TZVPD) on a structure of composition C38H53N4OP2Sn.

The total charge is +3. As for the max |F|: 5.14 eV Å⁻¹. The lowest unoccupied orbital energy (spin up / spin down) comes out at -10.5863 / -10.0453 eV. As for the multiplicity: 1. For the orbital gap (spin up / spin down), the calculation gives 4.683 / 5.230 eV.

Last column: Mulliken charge in e.
Positions of all 99 atoms, in Å:
C1 2.79584 0.36723 1.82851  0.053
C2 1.24292 2.06345 1.76616  -0.515
C3 3.51508 1.03568 2.81920  -0.806
C4 1.73565 2.64232 2.94531  -0.904
C5 2.93288 2.12776 3.45720  -0.908
H1 4.48062 0.61191 3.09340  0.571
H2 1.20351 3.49240 3.37404  0.594
H3 3.45317 2.62047 4.27720  0.471
N1 1.56715 0.78687 1.46606  0.851
P1 2.17827 -1.96970 0.35815  0.772
P2 -1.39021 3.22330 0.50376  -0.080
C6 3.42419 -0.79824 1.06559  -1.195
H4 4.03479 -0.41135 0.22790  0.589
H5 4.12441 -1.34331 1.71744  0.406
C7 -1.09941 -1.14215 -2.39448  0.121
O1 -1.78235 -0.74213 -3.22427  -0.155
C8 0.57701 2.89923 0.66680  0.637
H6 0.87684 3.94278 0.87128  0.960
C9 -1.46909 4.65338 -0.72763  1.782
C10 -2.97383 2.15018 0.70176  2.162
C11 2.77884 -2.52836 -1.34226  1.702
C12 2.14388 -3.30206 1.71556  1.767
C13 -1.39937 4.17502 -2.19253  -1.362
H7 -2.18067 3.44902 -2.44939  0.257
H8 -1.54066 5.07412 -2.81501  0.576
H9 -0.42323 3.74045 -2.44169  0.207
C14 -2.77784 5.45254 -0.52500  -1.716
H10 -3.67278 4.90937 -0.86223  0.340
H11 -2.91145 5.76508 0.52100  0.418
H12 -2.70590 6.36022 -1.14469  0.505
C15 -0.26606 5.60852 -0.51473  -1.885
H13 -0.43767 6.50869 -1.12269  0.557
H14 -0.16651 5.92168 0.53383  0.374
H15 0.67199 5.15688 -0.86926  0.413
C16 -3.70333 2.01444 -0.63556  -1.733
H16 -3.11170 1.44112 -1.36375  0.216
H17 -4.63792 1.46563 -0.44008  0.530
H18 -3.96727 2.97798 -1.08122  0.418
C17 -2.70388 0.72192 1.22446  -1.355
H19 -2.49696 0.01038 0.40445  -0.175
H20 -1.87872 0.66564 1.94233  0.280
H21 -3.61112 0.34225 1.72267  0.687
C18 -3.80510 2.93878 1.73912  -1.623
H22 -4.20124 3.87565 1.32698  0.405
H23 -4.65893 2.33032 2.07036  0.506
H24 -3.20051 3.18741 2.62321  0.430
C19 1.29766 -4.49134 1.24613  -2.020
H25 1.17600 -5.18716 2.08934  0.548
H26 0.29385 -4.18191 0.92934  0.435
H27 1.77664 -5.05575 0.43589  0.381
C20 1.45388 -2.64026 2.91928  -1.473
H28 2.01208 -1.77258 3.29724  0.228
H29 0.43592 -2.32167 2.65892  -0.025
H30 1.38198 -3.37523 3.73571  0.640
C21 3.54021 -3.79842 2.13983  -1.611
H31 3.39830 -4.62984 2.84855  0.505
H32 4.13451 -4.17951 1.30035  0.294
H33 4.12264 -3.03219 2.66638  0.384
C22 3.05960 -1.27439 -2.19654  -1.822
H34 3.94501 -0.72830 -1.84239  0.361
H35 3.25718 -1.59709 -3.23142  0.614
H36 2.20789 -0.57658 -2.22158  0.369
C23 1.64954 -3.34775 -1.99434  -1.324
H37 0.73583 -2.75419 -2.14394  0.032
H38 1.99256 -3.69252 -2.97961  0.580
H39 1.38903 -4.23529 -1.40604  0.295
C24 4.04812 -3.38383 -1.23389  -1.835
H40 4.86179 -2.86589 -0.70802  0.363
H41 3.86412 -4.35094 -0.74761  0.372
H42 4.40427 -3.60281 -2.25242  0.516
Sn1 0.05518 -0.38727 -0.13157  1.276
N2 0.33104 1.40506 -1.17427  -0.606
C25 0.94040 2.40829 -0.60148  -0.818
C26 2.12205 2.99656 -1.33929  0.650
C27 2.25049 2.71138 -2.71121  -0.210
C28 3.14250 3.73416 -0.70363  -0.118
C29 3.22803 3.33281 -3.47743  -1.008
H43 1.52104 2.03433 -3.16274  0.514
C30 4.10360 4.38961 -1.48306  -0.890
H44 3.15096 3.80626 0.38659  0.358
C31 4.15193 4.19279 -2.87192  -0.599
H45 3.28215 3.18050 -4.56156  0.455
H46 4.80233 5.07112 -0.98977  0.464
H47 4.94713 4.65547 -3.46248  0.467
N3 -3.03014 -3.56302 3.15370  -0.054
C32 -2.20648 -2.48538 3.05590  -0.619
N4 -1.75692 -2.34412 1.80669  0.274
C33 -2.34165 -3.35526 1.05072  0.217
C34 -2.16526 -3.71509 -0.29162  -0.028
C35 -2.75737 -4.90699 -0.73631  -0.988
C36 -3.52965 -5.70137 0.12870  -0.594
C37 -3.73627 -5.32679 1.46701  -1.023
C38 -3.14318 -4.14868 1.89100  0.442
H48 -3.48970 -3.88215 4.00156  0.234
H49 -1.97784 -1.85842 3.91200  0.514
H50 -1.59508 -3.03338 -0.93721  0.418
H51 -2.62113 -5.22369 -1.77359  0.455
H52 -3.97397 -6.61640 -0.25418  0.420
H53 -4.32663 -5.90716 2.17299  0.439

***

ORCA calculation (ωB97M-V/def2-TZVPD) on an isolated molecule of C12H20N2S.

The total charge is 0. As for the max |F|: 2.28 eV Å⁻¹. The lowest unoccupied orbital energy comes out at 0.8919 eV. As for the multiplicity: 1. For the orbital gap, the calculation gives 9.304 eV. As for the structure (SMILES): Cc1ccc(SCCNCCCN)cc1.

Last column: natural (NBO) charge in e.
Positions of all 35 atoms, in Å:
C1 -2.75137 -2.14298 -4.72592  -0.630
C2 -2.28080 -1.23174 -3.61354  -0.002
C3 -2.81205 0.05825 -3.41699  -0.212
C4 -2.37479 0.83548 -2.35265  -0.193
C5 -1.38333 0.32540 -1.47216  -0.205
C6 -1.16566 0.53533 1.33408  -0.564
C7 -0.32575 1.00153 2.52821  -0.216
C8 1.67789 -0.37049 2.20798  -0.215
C9 3.17779 -0.37909 2.24399  -0.418
C10 3.69965 0.39000 3.48116  -0.203
C11 -0.84214 -0.92751 -1.73114  -0.191
C12 -1.36288 -1.74560 -2.71359  -0.218
H1 -1.90069 -2.46715 -5.34149  0.221
H2 -3.21592 -3.04558 -4.36115  0.221
H3 -3.49601 -1.63151 -5.35195  0.213
H4 -3.53848 0.38583 -4.08779  0.209
H5 -2.76047 1.86051 -2.21194  0.226
H6 -0.92606 -0.54450 1.26631  0.212
H7 -2.24655 0.65752 1.58166  0.222
H8 -0.52725 2.00038 2.87081  0.202
H9 -0.60140 0.30253 3.34169  0.197
H10 1.46954 1.54762 1.61794  0.364
H11 1.38578 -0.83157 1.24915  0.157
H12 1.20323 -1.01580 2.94347  0.189
H13 3.66079 -1.34334 2.28668  0.218
H14 3.61977 0.13450 1.39800  0.190
H15 3.01770 0.18684 4.34784  0.178
H16 3.65535 1.43426 3.26143  0.168
H17 5.63815 -0.02080 3.13124  0.335
H18 5.40482 0.67623 4.47505  0.348
H19 -0.04688 -1.30819 -1.07192  0.216
H20 -0.97025 -2.78077 -2.88236  0.214
N1 1.13372 0.95529 2.35457  -0.632
N2 4.99097 -0.07388 3.91813  -0.818
S1 -0.70234 1.34636 -0.18676  0.219

***

Record order is preserved below.
ΔE to the lowest compared entry with this formula, charge and spin: 78.1, 45.5, 27.2 kcal per mole